# 1
ORCA calculation (ωB97M-V with the def2-TZVPD basis set) on 2 unconnected molecules or ions with the total composition C3H4N2O2S at a distorted geometry.

Each line ends with the natural charge from an NBO analysis.
CARTESIAN COORDINATES (ANGSTROEM)
C 1.70603 -0.38841 -0.39725  -0.109
C 0.58075 0.26072 -0.65109  -0.082
C -0.00673 -1.58252 0.55161  0.156
N 1.32769 -1.46740 0.37870  -0.547
N -0.44848 -0.47326 -0.14963  -0.656
O -2.74692 -0.62648 0.50254  -0.793
O -1.47429 2.29453 0.48496  -0.970
S -2.01603 0.08225 -0.43577  1.665
H 2.60061 0.00275 -0.72518  0.229
H 0.50295 1.23681 -1.17210  0.252
H -2.16446 2.63146 0.93387  0.432
H 2.13889 -1.97046 0.67935  0.422

Properties
HOMO level (spin up / spin down) = -9.6 / -9.5 eV
Energy above the lowest of the compared OMol25 structures with the same formula, charge and spin = 586.5 kJ/mol
E_LUMO (spin up / spin down) = -1.77 / -1.78 eV
Max |F| = 6.9 eV/A
Spin multiplicity = 1
Orbital gap (spin up / spin down) = 7.79 / 7.77 eV

# 2
ORCA calculation (ωB97M-V with the def2-TZVPD basis set) on a molecular structure, C3H4N2O2S at a distorted geometry.

Each line ends with the natural charge from an NBO analysis.
CARTESIAN COORDINATES (ANGSTROEM)
C -1.49463 -0.77534 0.34150  -0.199
C -0.27679 -0.98865 0.93170  -0.007
C -0.33615 1.11294 -0.38797  0.144
N -1.48485 0.41679 -0.33320  -0.460
N 0.62869 -0.13430 0.78872  -0.503
O 2.20160 -0.55952 -1.26728  -0.937
O 2.44135 1.56776 -0.10840  -0.960
S 2.50304 0.09108 -0.02250  1.714
H -2.19494 -1.59611 0.35083  0.235
H -0.07226 -1.79039 1.48732  0.212
H 0.30628 1.97946 -0.81089  0.323
H -2.22134 0.67630 -0.96983  0.439

Properties
HOMO level (spin up / spin down) = -8.6 / -8.6 eV
Energy above the lowest of the compared OMol25 structures with the same formula, charge and spin = 528.8 kJ/mol
E_LUMO (spin up / spin down) = -0.08 / -0.08 eV
Max |F| = 7.2 eV/A
Spin multiplicity = 1
Orbital gap (spin up / spin down) = 8.56 / 8.56 eV

# 3
ORCA calculation (ωB97M-V with the def2-TZVPD basis set) on a molecular structure, C3H4N2O2S at a distorted geometry.

Each line ends with the natural charge from an NBO analysis.
CARTESIAN COORDINATES (ANGSTROEM)
C 0.74852 -0.03525 -1.11208  0.533
C -0.65678 0.03090 0.90227  0.339
C -2.69621 -0.48780 -0.59600  0.512
H 2.61610 -0.96377 1.88601  0.170
H -0.20373 0.25894 -1.45376  0.173
H -0.35335 0.44402 1.98100  0.205
H -3.82240 -1.17517 -0.30467  0.188
N 0.56124 -0.06055 0.27259  -0.589
N -1.94501 -0.21316 0.57524  -0.588
O 1.76628 -0.03809 -1.61976  -0.487
O -2.16611 0.05522 -1.62243  -0.596
S 1.89220 0.38549 1.42056  0.138

Properties
HOMO level = -9.7 eV
Energy above the lowest of the compared OMol25 structures with the same formula, charge and spin = 489.8 kJ/mol
E_LUMO = -0.30 eV
Max |F| = 6.0 eV/A
Spin multiplicity = 1
Orbital gap = 9.40 eV

# 4
ORCA calculation (ωB97M-V with the def2-TZVPD basis set) on C3H4N2O3 in the gas phase at a distorted geometry.

Each line ends with the natural charge from an NBO analysis.
CARTESIAN COORDINATES (ANGSTROEM)
O 0.22900 -0.10632 -2.51356  -0.544
C 0.01091 -0.14649 -1.34703  0.638
C -0.49595 -1.14000 -0.41232  -0.568
C -0.51046 -0.55304 0.80244  0.565
O -0.93313 -0.93082 2.04081  -0.667
N -0.06262 0.68315 0.76826  -0.448
N 0.23974 1.11949 -0.55919  -0.045
O 1.67233 1.28076 -0.66241  -0.576
H -0.41697 -2.15625 -0.63722  0.243
H -1.63273 -1.59353 2.06202  0.508
H 0.07815 1.36392 1.44964  0.414
H 1.82172 2.17912 -0.99144  0.480

Properties
HOMO level = -8.8 eV
Energy above the lowest of the compared OMol25 structures with the same formula, charge and spin = 334.8 kJ/mol
E_LUMO = 0.42 eV
Max |F| = 2.9 eV/A
Spin multiplicity = 1
Orbital gap = 9.23 eV

# 5
ORCA calculation (ωB97M-V with the def2-TZVPD basis set) on C3H4N2O3 in the gas phase at a distorted geometry.

Each line ends with the natural charge from an NBO analysis.
CARTESIAN COORDINATES (ANGSTROEM)
N -1.98018 -0.80648 0.04735  -0.799
C -0.75116 -0.30579 -0.24089  0.015
C 0.46727 -0.82938 -0.41412  -0.090
N 1.52368 0.20671 -0.51781  0.099
O 2.37349 0.03636 0.55045  -0.547
O 0.82697 1.44778 -0.27524  -0.368
C -0.50882 1.15429 -0.13622  0.730
O -1.28140 1.98172 0.08520  -0.547
H -2.12096 -1.51529 0.83581  0.396
H -2.61241 -0.05969 0.32172  0.395
H 0.89029 -1.86181 -0.45115  0.232
H 3.17323 0.55160 0.19490  0.483

Properties
HOMO level = -9.1 eV
Energy above the lowest of the compared OMol25 structures with the same formula, charge and spin = 376.6 kJ/mol
E_LUMO = 0.49 eV
Max |F| = 4.3 eV/A
Spin multiplicity = 1
Orbital gap = 9.57 eV

# 6
ORCA calculation (ωB97M-V with the def2-TZVPD basis set) on C3H4N2O3 in the gas phase at a distorted geometry.

Each line ends with the natural charge from an NBO analysis.
CARTESIAN COORDINATES (ANGSTROEM)
O -2.96864 -0.66796 0.22164  -0.513
C -1.83100 -0.36928 0.15348  0.638
C -1.25845 1.02647 0.00918  -0.205
O 0.15892 0.80280 -0.41262  -0.443
C 0.30556 -0.48850 -0.38342  0.699
N 1.68971 -0.81677 -0.50340  -0.341
O 2.37003 -0.00167 0.71247  -0.567
N -0.71765 -1.16747 0.06923  -0.593
H -1.20209 1.77820 0.85239  0.234
H -1.59623 1.51287 -0.83239  0.220
H 1.59060 -1.89178 -0.18970  0.380
H 3.45922 0.28308 0.30314  0.490

Properties
HOMO level = -10.2 eV
Energy above the lowest of the compared OMol25 structures with the same formula, charge and spin = 449.6 kJ/mol
E_LUMO = -0.53 eV
Max |F| = 5.7 eV/A
Spin multiplicity = 1
Orbital gap = 9.71 eV

# 7
ORCA calculation (ωB97M-V with the def2-TZVPD basis set) on C3H4N2O3 in the gas phase at a distorted geometry.

Each line ends with the natural charge from an NBO analysis.
CARTESIAN COORDINATES (ANGSTROEM)
H -1.66469 -1.78276 -0.44419  0.356
N -1.90509 -0.81841 -0.30333  -0.645
C -0.91183 -0.15972 -0.05300  0.390
C -0.82174 1.37026 0.14778  -0.114
O 0.66155 1.61971 -0.03507  -0.511
C 1.31394 0.32554 -0.11914  0.861
O 2.48857 0.10367 -0.27966  -0.589
N 0.35106 -0.64242 0.23559  -0.182
O 0.87494 -1.83168 0.15570  -0.532
H -1.39161 1.79162 -0.65507  0.224
H -0.90526 1.72973 1.16199  0.227
H 1.91017 -1.70553 0.18840  0.516

Properties
HOMO level = -9.7 eV
Energy above the lowest of the compared OMol25 structures with the same formula, charge and spin = 291.6 kJ/mol
E_LUMO = 0.60 eV
Max |F| = 5.9 eV/A
Spin multiplicity = 1
Orbital gap = 10.25 eV

# 8
ORCA calculation (ωB97M-V with the def2-TZVPD basis set) on C3H4N2O3 in the gas phase at a distorted geometry.

Each line ends with the natural charge from an NBO analysis.
CARTESIAN COORDINATES (ANGSTROEM)
C -0.03938 1.78474 1.31845  0.952
C 0.80427 -0.32286 -0.85314  0.837
C -1.11596 -1.67054 -0.34522  -0.409
N 0.96784 1.87786 0.58475  -0.326
N -0.27199 -0.52097 -0.21815  -0.708
O -0.92819 1.81904 2.05223  -0.347
O 1.54125 -0.77597 -1.67742  -0.620
O 1.43143 1.05180 -0.41585  -0.406
H -0.73877 -2.49678 0.26026  0.187
H -2.10476 -1.38858 0.02103  0.192
H -1.18571 -2.00224 -1.38452  0.191
H 1.63997 2.64451 0.65758  0.457

Properties
HOMO level = -8.6 eV
Energy above the lowest of the compared OMol25 structures with the same formula, charge and spin = 487.9 kJ/mol
E_LUMO = -1.21 eV
Max |F| = 2.4 eV/A
Spin multiplicity = 1
Orbital gap = 7.39 eV